(1)
The following is a DFT calculation (ωB97M-V/def2-TZVPD) of a molecular structure, C22H22ClMoNO4.

Structure (XYZ):
```
51
Properties=species:S:1:pos:R:3:forces:R:3:lowdin_spin:R:1
Mo 0.39753 -0.86067 -0.21442 -0.042 -0.562 -0.484 1.71
C 1.79011 1.49088 3.77777 -0.005 0.011 0.019 0.00
C 1.81733 1.25479 2.25770 -0.025 -0.013 0.012 0.00
C 3.24299 1.33003 1.72290 0.018 -0.002 -0.011 0.00
C 1.12900 -0.06529 1.99616 -0.024 0.037 0.028 0.02
C 1.82884 -1.26876 1.75948 -0.002 -0.011 -0.037 -0.01
C 1.16410 -2.49348 1.60837 -0.009 -0.020 0.028 0.03
C -0.24004 -2.58473 1.71295 -0.023 0.079 0.021 0.00
C -0.94095 -3.90417 1.69909 -0.019 0.066 -0.004 0.00
C -0.94672 -1.37401 1.86660 0.010 -0.009 -0.061 0.02
C -0.28347 -0.14490 2.00271 0.024 0.047 -0.078 0.01
H 2.25157 2.45094 4.00302 -0.002 0.007 -0.007 0.00
H 2.35655 0.71661 4.29768 0.001 -0.007 -0.003 0.00
H 0.77507 1.50304 4.17560 -0.007 -0.003 -0.002 0.00
H 1.20628 2.03250 1.78635 0.021 -0.002 -0.020 0.00
H 3.91607 0.68258 2.28755 -0.003 -0.005 0.007 0.00
H 3.61601 2.34609 1.83757 0.002 0.003 0.001 0.00
H 3.32385 1.06451 0.66718 -0.012 0.010 0.000 0.00
H 2.90394 -1.24020 1.63453 0.001 -0.012 0.065 0.00
H 1.73737 -3.39000 1.40630 0.007 0.006 0.007 0.00
H -2.00507 -3.78764 1.89046 -0.006 -0.015 -0.025 0.00
H -0.51377 -4.53452 2.48117 -0.012 -0.002 0.011 0.00
H -0.79520 -4.42137 0.75331 0.025 -0.025 -0.008 0.00
H -2.03057 -1.39374 1.87404 0.009 -0.003 0.028 0.00
H -0.86687 0.76281 2.11353 0.027 0.001 0.039 0.00
O 3.30510 0.84574 -2.28007 -0.074 -0.007 -0.149 0.00
C 2.23753 0.58453 -1.85953 0.230 -0.124 0.326 0.02
O 2.01819 -0.55911 -1.07469 -0.123 0.259 0.013 0.03
C 0.98627 1.38375 -1.98692 0.020 0.174 -0.072 0.02
C 0.93904 2.52262 -2.77884 -0.061 -0.040 0.061 0.00
C -0.25025 3.21112 -2.82964 -0.007 -0.007 0.004 0.02
C -1.37026 2.74693 -2.11811 -0.009 -0.025 0.027 0.00
C -2.61884 3.41770 -2.16832 0.013 -0.035 0.017 0.01
C -3.69373 2.92118 -1.49398 0.009 0.018 -0.013 0.00
C -3.57268 1.72620 -0.75054 0.017 -0.036 0.015 0.01
C -2.38253 1.05707 -0.67021 -0.076 0.025 0.001 0.01
C -1.25274 1.56223 -1.34185 -0.006 0.071 -0.039 0.01
N -0.04235 0.92315 -1.27648 0.024 -0.066 0.034 0.01
H 1.82209 2.83122 -3.31979 0.015 -0.013 0.003 0.00
H -0.34094 4.11095 -3.42526 0.013 0.003 -0.007 0.00
H -2.69811 4.32160 -2.75774 -0.009 0.007 0.000 0.00
H -4.64834 3.42650 -1.53462 0.001 0.010 -0.007 0.00
H -4.44439 1.32807 -0.24854 -0.001 -0.002 0.003 0.00
H -2.33173 0.11715 -0.13515 0.029 0.003 -0.009 0.00
Cl -2.85940 -3.59589 -2.74706 -0.046 0.004 0.018 0.00
C -1.11491 -3.49373 -3.04536 -0.033 -0.085 0.153 0.00
C -0.44887 -2.99572 -1.79648 0.162 0.213 -0.236 0.01
O 0.36327 -3.58566 -1.13323 0.094 0.010 0.049 0.03
O -0.77293 -1.70698 -1.47606 -0.099 0.077 0.285 0.04
H -0.93807 -2.79473 -3.86074 -0.004 -0.016 -0.002 0.00
H -0.72436 -4.47716 -3.28842 -0.034 0.005 -0.003 0.00
```
Positions in Å, forces in eV/Å.

Calculated values
Expectation value of S² ... 2.016
Spin multiplicity ... 3
LUMO level (spin up / spin down) ... -8.733 / -8.515 eV
Charge ... +2
E ... -47215.644 eV
Molar mass ... 495.81 g mol⁻¹

***

(2)
The following is a DFT calculation (ωB97M-V/def2-TZVPD) of a molecular structure, C22H22FeNO4 at a distorted geometry.

Structure (XYZ):
```
50
Properties=species:S:1:pos:R:3:forces:R:3:lowdin_spin:R:1
C -4.23838 -0.83240 -2.26911 0.950 -0.221 0.489 0.02
C -3.80818 0.35558 -1.63722 -0.788 -0.149 -0.787 0.00
C -2.51124 0.47815 -1.16821 0.143 -0.245 -0.476 0.02
C -1.63062 -0.61267 -1.25596 0.437 0.466 -0.026 0.00
C -0.30399 -0.51919 -0.54256 0.796 -0.437 -0.363 0.11
C 0.76697 -1.29772 -1.19266 -0.279 1.579 0.519 0.17
N 1.99140 -0.85161 -1.47454 -0.987 -1.524 -0.266 0.10
C 2.87967 -1.93959 -1.99371 0.455 -0.047 -0.576 0.01
C 4.33294 -1.46684 -2.10075 0.017 0.319 -0.224 0.00
O 4.39731 -0.20028 -2.77220 -0.410 -0.699 0.709 0.00
C 3.73204 0.81814 -2.03822 0.679 -0.165 -0.176 0.00
C 2.25028 0.55859 -1.84142 0.017 0.061 -0.063 0.01
C -1.98895 -1.74384 -1.99641 -0.920 0.495 0.034 0.02
C -3.30079 -1.87846 -2.45462 -0.669 0.742 -0.230 0.00
H -5.26099 -0.93472 -2.64434 0.441 0.075 0.178 0.00
H -4.49846 1.21138 -1.58889 0.419 -0.454 0.045 0.00
H -2.12586 1.44923 -0.85049 -0.243 -0.335 0.332 0.00
H -0.03946 0.44538 -0.09419 0.042 0.093 -1.151 0.00
H 0.55353 -2.34270 -1.42000 0.269 0.172 0.137 0.01
H 2.81772 -2.79689 -1.29479 -0.018 0.498 -0.404 0.00
H 2.53796 -2.26742 -3.00469 0.048 0.349 0.695 0.00
H 4.77764 -1.42921 -1.08164 -0.034 0.207 -0.557 0.00
H 4.91272 -2.15111 -2.74477 -0.305 0.165 0.526 0.00
H 4.21819 0.96191 -1.06618 0.076 -0.030 -0.027 0.00
H 3.89106 1.70018 -2.65822 -0.260 0.191 0.331 0.00
H 1.71271 0.80935 -2.76651 -0.043 -0.344 0.192 0.00
H 1.87697 1.20026 -1.04626 -0.050 0.055 0.001 0.00
H -1.25616 -2.45211 -2.32980 0.117 -0.495 0.288 0.00
H -3.60733 -2.76181 -3.02370 0.229 0.319 0.233 0.00
O -0.58012 4.66971 4.18799 0.139 -4.213 0.019 0.06
C -0.64120 3.51021 3.98379 0.259 7.480 1.680 0.07
Fe -1.04474 2.19408 2.92360 -0.902 -2.115 0.214 1.72
C -2.49816 2.77391 2.06336 -2.671 1.304 -2.961 0.03
O -3.23968 3.11178 1.23316 1.596 -0.795 2.215 0.01
C -0.04176 2.69873 1.56987 2.033 1.407 -4.702 0.01
O 0.44500 3.07964 0.56745 -1.240 -1.134 3.109 -0.02
C -0.59045 -1.23722 1.10687 1.484 2.883 1.761 0.11
C 0.70003 -1.17674 1.80754 -2.268 -3.039 -3.044 0.40
C 1.12310 -0.14998 2.59179 0.981 4.056 3.392 0.28
C 0.40829 0.70790 3.51980 2.974 -3.405 -0.558 0.13
C -0.91555 0.44286 3.97624 -1.666 -0.631 -0.453 0.16
C -1.88863 0.12288 2.96062 0.435 0.011 3.132 0.04
C -1.60064 -0.25093 1.67997 -0.400 -1.302 -3.156 0.42
H -0.94648 -2.15124 0.71519 -0.501 -1.258 0.290 0.02
H 1.40817 -1.93946 1.44890 -0.020 0.382 0.554 0.02
H 2.21414 0.02607 2.63127 -0.589 -0.037 -0.202 0.02
H 1.08274 1.28365 4.16060 -0.281 -0.081 -0.166 0.01
H -1.19687 0.58277 5.04410 0.177 0.050 -1.042 0.01
H -2.94961 0.11409 3.25238 0.362 0.317 -0.058 0.02
H -2.32626 0.07777 0.92754 -0.033 -0.518 0.597 0.02
```
Positions in Å, forces in eV/Å.

Calculated values
Expectation value of S² ... 6.113
Spin multiplicity ... 5
LUMO level (spin up / spin down) ... -4.511 / -5.895 eV
Charge ... +1
E ... -67223.759 eV
Molar mass ... 420.27 g mol⁻¹

***

(3)
The following is a DFT calculation (ωB97M-V/def2-TZVPD) of a molecular structure, C22H22GaN3O2S.

Structure (XYZ):
```
51
Properties=species:S:1:pos:R:3:forces:R:3:mulliken_charge:R:1
Ga -0.28507 0.18341 0.05278 -0.203 -0.267 -0.121 0.88
O 0.06355 -0.42096 7.45535 -0.044 -0.056 0.176 -0.49
C 0.08209 0.83701 6.97490 0.264 0.041 0.105 0.58
O -0.11849 1.75644 7.71741 -0.073 0.001 -0.041 -0.56
C 0.37364 1.01831 5.51819 -0.095 0.040 -0.265 1.08
C 0.72218 -0.01453 4.64832 0.004 0.140 0.191 -1.05
C 0.88152 0.22139 3.29676 0.102 -0.016 -0.251 -0.64
C 0.69191 1.50613 2.78511 0.047 -0.073 0.731 0.15
C 0.38999 2.55350 3.65940 -0.005 0.006 -0.239 0.03
C 0.23407 2.30675 5.00770 0.017 -0.091 0.179 -1.15
N 0.70476 1.68192 1.39591 -0.160 0.507 -0.448 0.03
C 1.13254 2.73614 0.82658 0.151 -0.342 0.679 -0.53
C 0.95450 2.87903 -0.61159 -0.111 0.086 -0.754 0.61
C 1.28120 4.04219 -1.30099 0.059 -0.082 0.356 -0.93
C 1.08075 4.08787 -2.66749 -0.083 -0.126 -0.257 -0.31
C 0.59669 2.96094 -3.31828 0.145 0.212 0.107 -0.79
C 0.29067 1.84501 -2.55854 -0.051 -0.183 0.007 -0.05
N 0.43690 1.81598 -1.24181 0.014 0.246 0.040 -0.15
H 0.23907 -1.07394 6.77198 -0.017 0.003 -0.126 0.28
H 0.89297 -1.02391 5.00529 -0.015 -0.020 -0.044 0.22
H 1.16856 -0.57186 2.61377 -0.061 0.005 -0.048 0.47
H 0.22713 3.55402 3.27785 -0.041 -0.019 -0.038 0.44
H -0.02030 3.10047 5.69636 -0.031 0.018 -0.030 0.44
H 1.65717 3.51933 1.37408 -0.022 0.063 -0.004 0.50
H 1.67506 4.89558 -0.76428 0.023 -0.022 0.002 0.43
H 1.30245 4.98738 -3.22590 0.041 -0.003 0.016 0.43
H 0.46433 2.94729 -4.39019 -0.044 -0.017 0.002 0.40
H -0.08135 0.93246 -3.01031 -0.030 0.036 -0.014 0.51
C -1.48470 -2.77074 -1.08742 -0.003 -0.105 0.051 -1.12
N -1.86393 -1.69502 -0.17810 -0.295 -0.246 -0.107 0.28
C -1.82934 -2.16276 1.20319 0.063 -0.083 0.079 -1.34
C -3.16056 -1.12974 -0.50749 0.057 0.089 0.028 -1.18
C -3.27711 0.30202 -0.03618 0.016 0.033 0.021 0.47
C -4.54102 0.87856 0.05198 -0.030 0.014 0.012 -0.85
C -4.68719 2.21094 0.39605 -0.034 -0.006 -0.011 -0.47
C -3.56029 2.97291 0.66612 0.001 0.053 0.022 -0.96
C -2.30471 2.38722 0.59845 -0.109 -0.036 0.014 0.04
C -2.13116 1.04767 0.24479 0.579 -0.222 0.005 0.57
H -2.18070 -3.62030 -1.02414 -0.048 0.039 -0.008 0.34
H -0.47963 -3.10541 -0.83680 -0.019 0.064 -0.009 0.34
H -1.47215 -2.39796 -2.11136 0.000 0.001 -0.015 0.32
H -2.54670 -2.97846 1.37285 -0.063 0.046 -0.024 0.37
H -2.06644 -1.33785 1.87928 -0.044 -0.022 0.018 0.43
H -0.82456 -2.52109 1.42818 -0.015 0.053 -0.029 0.38
H -3.98298 -1.73132 -0.09282 -0.015 -0.015 -0.051 0.35
H -3.27206 -1.13751 -1.59526 -0.001 -0.059 0.000 0.36
H -5.42201 0.28012 -0.15723 0.026 -0.025 -0.003 0.42
H -5.67454 2.65127 0.45666 0.008 0.004 0.000 0.37
H -3.66356 4.01799 0.93265 0.018 -0.014 0.028 0.41
H -1.44829 3.00275 0.84096 0.055 0.051 -0.015 0.26
S 1.30575 -1.22783 -0.06111 0.073 0.301 0.084 -0.59
```
Positions in Å, forces in eV/Å.

Calculated values
LUMO level ... -1.350 eV
Charge ... 0
E ... -94948.580 eV
Molar mass ... 462.23 g mol⁻¹

***

(4)
The following is a DFT calculation (ωB97M-V/def2-TZVPD) of C22H22N4O4 in the gas phase.

Structure (XYZ):
```
52
Properties=species:S:1:pos:R:3:forces:R:3:mulliken_charge:R:1
C 2.41259 2.83506 0.66415 -0.132 -0.068 -0.144 -1.93
C 1.61587 1.95239 -0.28968 -0.043 0.015 0.021 0.42
C 1.99213 0.45736 -0.34123 0.043 0.318 0.007 0.17
O 1.32760 -0.31086 -1.00358 -0.208 -0.144 -0.211 -0.70
N 3.06750 0.08531 0.37071 0.358 0.042 0.254 -0.07
C 3.51837 -1.29358 0.42167 0.239 0.043 0.013 -0.84
C 4.92220 -1.41555 -0.06842 -0.340 -0.362 -0.796 0.37
C 5.43346 -1.70705 -1.29842 -0.374 0.074 0.580 -0.44
C 6.84246 -1.63773 -1.16962 0.257 0.160 0.488 -0.42
C 7.08181 -1.30466 0.12627 0.500 -0.136 -0.736 -0.48
O 5.92869 -1.16479 0.80123 -0.303 0.096 0.446 -0.35
N 0.20473 1.99129 0.04416 0.238 0.065 -0.203 0.24
C -0.76599 2.58192 -0.78850 0.201 0.164 0.120 0.59
O -0.51942 3.20859 -1.78545 0.062 0.045 -0.367 -0.70
N -1.97052 2.35919 -0.20945 -0.170 -0.063 0.246 0.09
C -3.21342 2.41390 -0.94609 -0.198 -0.035 -0.345 -1.10
C -3.55800 1.04169 -1.54449 0.129 0.051 0.091 -0.61
C -3.30037 -0.02171 -0.52643 0.256 0.314 0.255 0.35
C -2.51157 0.17118 0.57201 -0.175 0.152 -0.425 -0.52
N -2.42062 -0.97672 1.31187 0.188 0.138 0.297 0.00
C -3.13946 -1.95174 0.67804 -0.412 -0.167 -0.405 -0.43
C -3.35131 -3.27996 1.02247 0.049 -0.065 0.061 -0.86
C -4.15506 -4.03478 0.19539 0.066 -0.054 0.104 -0.46
C -4.74019 -3.48633 -0.94931 -0.141 -0.067 -0.176 -0.66
C -4.53538 -2.17104 -1.29905 0.048 0.010 0.064 -0.41
C -3.72514 -1.38319 -0.48220 0.185 -0.218 0.340 0.41
C -1.85843 1.46710 0.92981 -0.133 -0.113 0.378 2.05
C -2.43395 2.07964 2.21162 0.154 -0.079 -0.124 -1.86
C -0.34880 1.27973 1.05736 -0.308 0.203 -0.068 0.02
O 0.23475 0.63772 1.89846 0.014 -0.127 0.164 -0.69
H 3.45985 2.86898 0.37372 0.120 0.022 0.012 0.50
H 2.01835 3.84865 0.61949 0.029 0.038 -0.005 0.40
H 2.31835 2.47634 1.68734 0.034 -0.009 0.087 0.44
H 1.68294 2.34392 -1.31353 0.010 -0.161 0.192 0.46
H 3.55107 0.74592 0.95518 -0.143 0.048 -0.067 0.24
H 3.45204 -1.65919 1.45181 -0.064 -0.049 -0.134 0.36
H 2.84363 -1.86582 -0.21835 0.134 0.026 0.143 0.39
H 4.87475 -1.94442 -2.17985 -0.202 -0.050 -0.164 0.49
H 7.56926 -1.81290 -1.93565 0.217 -0.027 -0.104 0.42
H 7.99107 -1.14544 0.67109 0.063 0.035 0.157 0.45
H -3.09445 3.16326 -1.72995 -0.067 -0.009 0.126 0.48
H -3.99900 2.73361 -0.25594 0.022 0.023 -0.093 0.36
H -4.59997 1.02918 -1.86901 -0.009 0.041 -0.048 0.50
H -2.92963 0.86001 -2.42206 -0.086 0.056 -0.063 0.28
H -1.79378 -1.10328 2.08888 0.013 -0.017 -0.059 0.27
H -2.89807 -3.70404 1.90618 0.026 -0.071 0.089 0.40
H -4.33820 -5.07214 0.43347 -0.003 -0.075 0.035 0.39
H -5.36370 -4.11412 -1.56883 -0.049 -0.040 -0.055 0.39
H -4.98784 -1.75357 -2.18609 -0.060 0.018 -0.104 0.43
H -2.13659 1.47360 3.06348 -0.029 -0.051 0.101 0.35
H -3.51937 2.11256 2.16024 -0.069 -0.007 -0.013 0.41
H -2.05089 3.08890 2.34481 0.061 0.070 0.034 0.43
```
Positions in Å, forces in eV/Å.

Calculated values
LUMO level ... 0.650 eV
Charge ... 0
E ... -37323.797 eV
SMILES ... C[C@@H](C(=O)NCc1ccco1)N1C(=O)N2CCc3c([nH]c4ccccc34)[C@@]2(C)C1=O
Molar mass ... 406.44 g mol⁻¹